{"formula": "C39H77N2O33", "method": "ωB97M-V/def2-TZVPD", "total_charge": 1, "lumo_energy_ev": -1.608, "total_energy_ev": -112232.205, "gap_ev": 10.672, "largest_force_ev_per_a": 4.25, "elements": ["C", "C", "N", "C", "C", "N", "C", "C", "H", "H", "H", "H", "H", "H", "H", "H", "H", "H", "H", "C", "O", "C", "O", "O", "C", "H", "H", "H", "H", "H", "H", "C", "O", "C", "O", "O", "C", "H", "H", "H", "H", "H", "H", "C", "O", "C", "O", "O", "C", "H", "H", "H", "H", "H", "H", "C", "O", "C", "O", "O", "C", "H", "H", "H", "H", "H", "H", "C", "O", "C", "O", "O", "C", "H", "H", "H", "H", "H", "H", "C", "O", "C", "O", "O", "C", "H", "H", "H", "H", "H", "H", "C", "O", "C", "O", "O", "C", "H", "H", "H", "H", "H", "H", "C", "O", "C", "O", "O", "C", "H", "H", "H", "H", "H", "H", "C", "O", "C", "O", "O", "C", "H", "H", "H", "H", "H", "H", "C", "O", "C", "O", "O", "C", "H", "H", "H", "H", "H", "H", "C", "O", "C", "O", "O", "C", "H", "H", "H", "H", "H", "H"], "positions_angstrom": [[-0.914, -1.818, 2.621], [0.184, -1.616, 1.535], [0.147, -0.383, 0.701], [0.507, 0.890, 1.120], [0.531, 1.710, 0.061], [0.316, 0.920, -1.060], [-0.023, -0.298, -0.615], [0.432, 1.284, -2.454], [-1.877, -1.474, 2.296], [-0.715, -1.264, 3.523], [-0.861, -2.811, 2.970], [0.192, -2.408, 0.784], [1.132, -1.582, 1.978], [0.449, 1.189, 2.136], [0.774, 2.746, -0.005], [-0.254, -1.145, -1.201], [1.381, 0.940, -2.806], [0.240, 2.405, -2.504], [-0.276, 0.739, -3.036], [2.513, 3.662, -4.144], [3.185, 2.770, -3.277], [3.294, 3.084, -1.996], [2.672, 3.972, -1.429], [4.028, 2.119, -1.372], [3.925, 1.946, 0.041], [1.461, 3.801, -3.883], [2.576, 3.294, -5.173], [3.052, 4.634, -4.096], [3.380, 2.750, 0.447], [4.894, 1.855, 0.461], [3.393, 1.028, 0.328], [0.954, -0.917, -6.320], [2.336, -0.667, -6.576], [2.796, 0.584, -6.595], [2.135, 1.518, -6.259], [4.033, 0.548, -7.015], [4.609, 1.830, -7.299], [0.928, -2.014, -6.370], [0.422, -0.495, -7.158], [0.797, -0.453, -5.362], [4.102, 2.676, -6.836], [4.611, 2.023, -8.377], [5.618, 1.773, -6.889], [3.511, 5.503, 1.826], [2.357, 5.559, 2.646], [1.457, 4.576, 2.591], [1.547, 3.585, 1.896], [0.531, 4.829, 3.542], [-0.528, 3.854, 3.666], [4.032, 6.437, 2.042], [3.313, 5.476, 0.759], [4.153, 4.679, 2.168], [-1.458, 4.406, 3.880], [-0.406, 3.143, 4.479], [-0.574, 3.351, 2.706], [-2.423, 3.353, -4.443], [-1.652, 4.427, -3.751], [-1.345, 4.365, -2.429], [-1.593, 3.461, -1.679], [-0.506, 5.382, -2.231], [-0.192, 5.733, -0.860], [-1.850, 3.227, -5.338], [-3.390, 3.812, -4.681], [-2.430, 2.536, -3.770], [-1.104, 5.545, -0.270], [-0.079, 6.816, -0.919], [0.738, 5.206, -0.544], [-6.996, 3.702, 1.453], [-5.599, 3.986, 1.398], [-4.881, 3.765, 2.547], [-5.366, 3.377, 3.575], [-3.604, 4.155, 2.472], [-3.076, 4.129, 1.135], [-7.404, 4.290, 2.259], [-7.157, 2.638, 1.602], [-7.414, 4.011, 0.513], [-3.659, 4.591, 0.385], [-2.888, 3.167, 0.811], [-2.148, 4.701, 1.220], [-6.144, -3.784, 1.643], [-6.093, -5.106, 1.144], [-4.904, -5.572, 1.360], [-4.038, -5.145, 2.085], [-4.685, -6.463, 0.440], [-3.541, -7.244, 0.591], [-6.008, -3.813, 2.733], [-7.131, -3.430, 1.424], [-5.328, -3.169, 1.263], [-3.628, -7.878, 1.494], [-2.627, -6.674, 0.612], [-3.509, -7.948, -0.246], [-0.465, -4.575, -1.319], [-1.385, -4.668, -2.449], [-1.450, -3.471, -3.075], [-0.865, -2.463, -2.730], [-2.334, -3.549, -4.061], [-2.681, -2.337, -4.766], [0.415, -4.073, -1.704], [-0.304, -5.549, -0.911], [-0.877, -3.887, -0.581], [-3.229, -2.695, -5.631], [-1.791, -1.779, -5.091], [-3.295, -1.645, -4.235], [4.954, -2.215, 1.575], [3.742, -1.792, 0.874], [3.612, -2.347, -0.260], [4.259, -3.186, -0.819], [2.490, -1.708, -0.736], [2.235, -1.899, -2.196], [4.750, -3.222, 1.952], [5.119, -1.546, 2.401], [5.787, -2.329, 0.919], [1.263, -1.492, -2.175], [2.130, -3.006, -2.410], [3.073, -1.542, -2.784], [3.074, -6.763, 0.024], [3.191, -6.405, 1.413], [2.336, -5.494, 1.867], [1.258, -5.163, 1.402], [2.743, -5.134, 3.079], [1.880, -4.424, 3.996], [3.133, -5.871, -0.562], [2.125, -7.224, -0.152], [3.876, -7.472, -0.186], [2.041, -3.375, 3.881], [2.305, -4.780, 4.943], [0.846, -4.696, 3.831], [2.120, -1.796, 6.558], [3.067, -0.845, 6.204], [2.715, 0.091, 5.308], [1.703, 0.100, 4.612], [3.691, 0.971, 5.222], [3.658, 1.952, 4.235], [1.583, -2.152, 5.696], [1.292, -1.362, 7.127], [2.667, -2.574, 7.088], [3.013, 2.751, 4.374], [3.414, 1.480, 3.280], [4.694, 2.372, 4.196], [-3.952, 0.598, 3.739], [-3.604, 1.065, 2.380], [-3.744, 0.227, 1.361], [-4.256, -0.845, 1.430], [-3.293, 0.905, 0.297], [-3.488, 0.221, -0.925], [-2.971, 0.565, 4.271], [-4.507, -0.367, 3.637], [-4.557, 1.352, 4.204], [-4.532, -0.004, -1.036], [-2.919, -0.724, -0.980], [-3.117, 0.909, -1.696]]}